{
  "formula": "C3H6N4O",
  "method": "the ωB97M-V functional and the def2-TZVPD basis",
  "species": ["C", "C", "C", "H", "H", "H", "H", "H", "H", "N", "N", "N", "N", "O"],
  "xyz": [[-0.679, -0.405, 0.092], [1.057, 1.171, 0.217], [1.883, 0.012, -0.334], [-1.761, 1.054, -0.507], [-2.314, -0.932, 1.153], [1.348, 2.112, -0.358], [1.201, 1.417, 1.296], [2.957, -0.049, -0.850], [-0.327, -2.125, -0.078], [-1.992, -0.872, -0.070], [-0.453, 0.853, -0.062], [1.469, -1.243, -0.282], [0.219, -1.350, 0.178], [-2.608, 0.357, -0.395]],
  "nbo_charge": [0.52, -0.31, 0.01, 0.48, 0.34, 0.23, 0.22, 0.23, 0.40, -0.30, -0.56, -0.21, -0.43, -0.62],
  "homo_ev": -9.198,
  "e_lumo_ev": 0.6,
  "smiles": "ONC1=NCC=NN1"
}

---

{
  "formula": "C3H6N4O",
  "method": "the ωB97M-V functional and the def2-TZVPD basis",
  "species": ["C", "C", "C", "H", "H", "H", "H", "H", "H", "N", "N", "N", "N", "O"],
  "xyz": [[-0.275, -1.238, 0.088], [0.193, 0.836, 0.421], [-0.126, 0.774, -0.938], [0.767, -2.451, 0.999], [-0.904, -3.086, 0.105], [-0.336, 1.782, 2.010], [1.224, 1.742, 1.810], [-0.048, 2.800, -1.680], [-0.491, -1.147, -2.050], [0.098, -2.538, 0.072], [0.314, -0.494, 0.873], [0.412, 1.903, 1.289], [-0.440, -0.607, -1.144], [-0.388, 1.724, -1.855]],
  "nbo_charge": [0.46, 0.13, 0.41, 0.42, 0.37, 0.36, 0.37, 0.53, 0.43, -0.84, -0.51, -0.82, -0.59, -0.70],
  "homo_ev": -7.573,
  "e_lumo_ev": 0.5,
  "smiles": "Nc1nc(N)c(O)[nH]1"
}

---

{
  "formula": "C3H6N4O",
  "method": "the ωB97M-V functional and the def2-TZVPD basis",
  "species": ["C", "C", "C", "H", "H", "H", "H", "H", "H", "N", "N", "N", "N", "O"],
  "xyz": [[-1.681, -1.054, 2.253], [0.638, -1.031, -0.378], [0.679, 0.916, -1.270], [-2.440, -0.393, 1.900], [-1.643, -1.010, 3.333], [-1.982, -2.092, 2.034], [-0.160, 0.204, 2.087], [0.775, -2.053, -0.120], [-1.198, 1.394, -0.315], [-0.388, -0.680, 1.675], [-0.397, -0.421, 0.261], [1.276, -0.387, -1.298], [-0.253, 0.924, -0.182], [0.895, 1.865, -1.967]],
  "nbo_charge": [-0.42, 0.30, 0.73, 0.18, 0.21, 0.20, 0.36, 0.20, 0.41, -0.45, -0.15, -0.50, -0.52, -0.56],
  "homo_ev": -9.445,
  "e_lumo_ev": 0.6,
  "smiles": "CNn1cnc(=O)[nH]1"
}

---

{
  "formula": "C3H6N4O",
  "method": "the ωB97M-V functional and the def2-TZVPD basis",
  "species": ["C", "C", "C", "H", "H", "H", "H", "H", "H", "N", "N", "N", "N", "O"],
  "xyz": [[-0.319, 1.715, 0.188], [0.710, -1.583, 0.379], [-1.071, -0.607, -0.066], [-1.344, 1.891, -0.115], [0.076, 2.014, 1.237], [0.286, 2.267, -0.409], [2.886, 0.158, -0.250], [1.526, -2.367, 0.343], [-2.987, -1.098, -0.376], [-0.029, 0.344, -0.176], [1.041, -0.305, 0.322], [-0.491, -1.830, -0.053], [-2.318, -0.414, -0.350], [2.036, -0.185, -0.674]],
  "nbo_charge": [-0.42, 0.26, 0.50, 0.25, 0.19, 0.20, 0.48, 0.22, 0.37, -0.27, -0.05, -0.45, -0.73, -0.56],
  "homo_ev": -8.752,
  "e_lumo_ev": 0.2,
  "smiles": "[H]/N=c1\\ncn(O)n1C"
}

---

{
  "formula": "C3H6N4O",
  "method": "the ωB97M-V functional and the def2-TZVPD basis",
  "species": ["C", "C", "C", "H", "H", "H", "H", "H", "H", "N", "N", "N", "N", "O"],
  "xyz": [[-0.897, 0.730, 0.010], [-0.174, -0.509, 0.203], [1.045, -0.020, -0.073], [-3.639, -0.410, -0.752], [-2.636, -1.161, 0.813], [-0.384, -1.501, 0.705], [2.656, -1.738, -0.254], [3.311, -0.148, -0.133], [2.020, 1.846, 0.384], [-2.662, -0.563, -0.344], [-2.220, 0.938, -0.058], [2.278, -0.683, -0.239], [1.340, 1.346, -0.227], [-0.038, 1.873, -0.033]],
  "nbo_charge": [0.49, -0.45, 0.38, 0.37, 0.32, 0.27, 0.43, 0.39, 0.40, -0.72, -0.36, -0.86, -0.32, -0.35],
  "homo_ev": -8.064,
  "e_lumo_ev": 0.4
}

---

{
  "formula": "C3H6N4O",
  "method": "the ωB97M-V functional and the def2-TZVPD basis",
  "species": ["C", "C", "C", "H", "H", "H", "H", "H", "H", "N", "N", "N", "N", "O"],
  "xyz": [[0.193, -0.508, -0.106], [-1.010, -1.353, -0.145], [-1.998, -0.457, -0.064], [1.916, 0.209, 1.236], [3.272, -0.179, 0.562], [-1.014, -2.186, -0.781], [-3.040, -0.577, 0.187], [-1.749, 1.630, -0.181], [1.250, 1.390, -0.896], [2.306, 0.002, 0.271], [1.323, -1.042, -0.284], [-1.478, 0.755, 0.523], [-0.166, 0.729, 0.355], [0.195, 1.588, -0.676]],
  "nbo_charge": [0.32, -0.31, 0.00, 0.35, 0.38, 0.24, 0.22, 0.39, 0.53, -0.77, -0.27, -0.43, -0.04, -0.61],
  "homo_ev": -8.094,
  "e_lumo_ev": 0.7,
  "smiles": "N/N=c1/cc[nH]n1O"
}

---

{
  "formula": "C3H6N4O2",
  "method": "the ωB97M-V functional and the def2-TZVPD basis",
  "species": ["C", "C", "C", "N", "N", "N", "N", "O", "O", "H", "H", "H", "H", "H", "H"],
  "xyz": [[-0.802, 0.692, -1.084], [0.330, 0.037, 1.027], [1.642, 0.358, -1.010], [-1.107, -0.440, -1.720], [-0.848, -1.328, -2.377], [0.384, 0.439, -0.277], [-0.582, -0.377, 1.778], [-0.475, -0.440, 3.004], [-1.849, -0.655, 1.314], [-1.611, 1.276, -0.752], [-2.334, -0.767, 2.168], [1.210, 0.292, 1.584], [2.538, 0.188, -0.396], [1.582, -0.454, -1.703], [1.921, 1.178, -1.558]],
  "nbo_charge": [-0.12, 0.16, -0.40, 0.05, 0.02, -0.42, 0.32, -0.57, -0.56, 0.22, 0.50, 0.21, 0.21, 0.19, 0.21],
  "homo_ev": [-7.844, -7.844],
  "e_lumo_ev": [0.2, 0.2]
}

---

{
  "formula": "C3H6N4S",
  "method": "the ωB97M-V functional and the def2-TZVPD basis",
  "species": ["C", "C", "C", "H", "H", "H", "H", "H", "H", "N", "N", "N", "N", "S"],
  "xyz": [[-0.164, -0.367, 0.664], [-0.206, 1.417, -1.090], [1.367, -2.034, 0.680], [-1.378, 0.143, 2.438], [-1.605, 1.107, 0.777], [0.310, -0.921, -1.034], [0.232, 2.455, -0.195], [-0.796, 2.478, -2.447], [1.580, -2.784, 1.439], [-0.983, 0.489, 1.430], [-0.134, 0.002, -0.620], [-0.603, 1.406, -2.412], [0.175, -1.605, 1.177], [2.205, -1.786, -0.807]],
  "nbo_charge": [0.66, 0.20, -0.04, 0.44, 0.41, 0.46, 0.24, 0.34, 0.20, -0.83, -0.68, -0.58, -0.59, -0.21],
  "homo_ev": -8.407,
  "e_lumo_ev": -0.3
}

---

{
  "formula": "C3H6N5O3",
  "method": "the ωB97M-V functional and the def2-TZVPD basis",
  "species": ["C", "C", "C", "N", "N", "N", "N", "N", "O", "O", "O", "H", "H", "H", "H", "H", "H"],
  "xyz": [[-0.137, -0.783, -0.351], [1.703, -1.875, 0.704], [0.011, 0.534, 0.253], [0.792, -1.705, -0.142], [-1.013, 1.419, 0.036], [-1.097, -1.043, -1.167], [-1.815, 1.756, 0.902], [1.236, 1.250, -0.838], [0.916, 1.133, -1.959], [2.121, 1.724, -0.268], [-2.090, -0.372, -1.509], [2.353, -2.751, 0.537], [1.860, -1.425, 1.722], [0.427, 0.480, 1.356], [-0.818, -1.912, -1.638], [-2.566, 2.503, 0.740], [-1.884, 1.068, 1.620]],
  "nbo_charge": [0.23, 0.01, -0.15, -0.43, 0.08, 0.02, -0.31, 0.60, -0.27, -0.26, -0.41, 0.21, 0.17, 0.25, 0.40, 0.46, 0.39],
  "charge": 1,
  "homo_ev": [-12.957, -12.958],
  "e_lumo_ev": [-6.5, -6.5],
  "smiles": "C=N/C(=[NH+]/[O-])[C@H](N=[NH2+])[N+](=O)[O-]"
}

---

{
  "formula": "C3H6N9O",
  "method": "the ωB97M-V functional and the def2-TZVPD basis",
  "species": ["C", "C", "C", "N", "N", "N", "N", "N", "N", "N", "N", "N", "O", "H", "H", "H", "H", "H", "H"],
  "xyz": [[3.618, 1.271, 0.159], [2.758, 0.155, 0.226], [-1.878, -0.126, -0.606], [4.313, 2.175, 0.084], [3.129, -1.121, -0.043], [1.456, 0.192, 0.529], [2.093, -1.855, 0.089], [-1.746, 0.986, 0.024], [1.131, -1.073, 0.422], [-2.624, -0.131, -1.715], [-1.308, -1.376, -0.287], [-0.922, 1.161, 1.172], [-0.522, -1.571, 0.707], [-3.103, 0.723, -1.962], [-2.908, -0.977, -2.180], [-1.381, -2.122, -0.982], [-1.015, 2.157, 1.416], [-1.224, 0.594, 1.981], [0.133, 0.937, 0.968]],
  "nbo_charge": [0.20, 0.20, 0.54, -0.16, -0.17, -0.32, 0.00, -0.39, 0.15, -0.76, -0.20, -0.56, -0.12, 0.44, 0.42, 0.40, 0.44, 0.42, 0.45],
  "charge": 1,
  "homo_ev": [-14.619, -14.619],
  "e_lumo_ev": [-5.9, -5.9]
}

---

{
  "formula": "C3H6NO2",
  "method": "the ωB97M-V functional and the def2-TZVPD basis",
  "species": ["O", "C", "N", "C", "O", "C", "H", "H", "H", "H", "H", "H"],
  "xyz": [[-1.411, -1.418, 1.204], [-0.537, -0.679, 0.716], [-0.902, 0.489, 0.145], [-0.073, 1.396, -0.710], [0.537, 0.781, -1.749], [0.866, -1.182, 0.519], [-1.875, 0.538, -0.095], [0.672, 1.927, -0.075], [-0.778, 2.139, -1.149], [0.907, -1.315, -0.560], [1.670, -0.502, 0.777], [0.925, -2.175, 0.977]],
  "nbo_charge": [-0.71, 0.68, -0.65, 0.11, -0.96, -0.73, 0.38, 0.08, 0.09, 0.28, 0.22, 0.21],
  "charge": -1,
  "homo_ev": -2.716,
  "e_lumo_ev": 4.3,
  "smiles": "CC(=O)NC[O-]"
}

---

{
  "formula": "C3H6NO2",
  "method": "the ωB97M-V functional and the def2-TZVPD basis",
  "species": ["N", "C", "O", "O", "H", "H", "C", "C", "H", "H", "H", "H"],
  "xyz": [[2.390, 0.525, 0.870], [1.058, 0.183, 0.543], [0.649, -0.894, 1.046], [0.437, 0.965, -0.213], [2.725, 1.462, 0.743], [2.754, 0.014, 1.648], [-2.105, -0.279, -1.731], [-2.433, -0.562, -0.476], [-2.831, -0.512, -2.507], [-1.158, 0.176, -1.972], [-3.417, -0.926, -0.196], [-1.712, -0.424, 0.321]],
  "nbo_charge": [-0.92, 0.86, -0.82, -0.82, 0.36, 0.36, -0.42, -0.38, 0.15, 0.23, 0.15, 0.25],
  "charge": -1,
  "homo_ev": -3.891,
  "e_lumo_ev": 4.4
}

---

{
  "formula": "C3H6NO2",
  "method": "the ωB97M-V functional and the def2-TZVPD basis",
  "species": ["O", "C", "N", "C", "O", "C", "H", "H", "H", "H", "H", "H"],
  "xyz": [[-0.745, -1.186, -1.661], [-0.633, -0.760, -0.499], [0.451, -0.036, -0.101], [0.622, 1.404, 0.650], [1.902, 1.666, 0.551], [-1.457, -1.173, 0.757], [1.296, -0.005, -0.683], [-0.046, 2.210, 0.103], [0.270, 1.211, 1.676], [-2.648, -1.235, 0.476], [-1.226, -0.419, 1.481], [-1.249, -2.185, 1.086]],
  "nbo_charge": [-0.68, 0.66, -0.72, 0.17, -0.90, -0.70, 0.40, 0.07, 0.08, 0.18, 0.22, 0.22],
  "charge": -1,
  "homo_ev": -3.178,
  "e_lumo_ev": 4.2,
  "smiles": "CC(=O)NC[O-]"
}

---

{
  "formula": "C3H6NO2",
  "method": "the ωB97M-V functional and the def2-TZVPD basis",
  "species": ["O", "C", "N", "C", "O", "C", "H", "H", "H", "H", "H", "H"],
  "xyz": [[0.160, -1.792, 1.618], [0.330, -0.845, 0.814], [-0.315, -0.654, -0.395], [-1.324, 0.439, -1.643], [-0.565, 0.916, -2.564], [1.233, 0.261, 1.429], [0.166, -0.794, -1.328], [-1.852, 1.247, -0.995], [-2.021, -0.374, -1.791], [1.945, 0.782, 0.741], [0.598, 1.025, 1.881], [1.644, -0.211, 2.233]],
  "nbo_charge": [-0.66, 0.71, -1.00, 0.25, -0.77, -0.72, 0.39, 0.08, 0.12, 0.20, 0.21, 0.21],
  "charge": -1,
  "homo_ev": -3.425,
  "e_lumo_ev": 4.3
}

---

{
  "formula": "C3H6NO2",
  "method": "the ωB97M-V functional and the def2-TZVPD basis",
  "species": ["C", "C", "N", "H", "H", "H", "H", "H", "O", "C", "O", "H"],
  "xyz": [[-0.974, -1.919, 0.209], [-0.409, -1.483, -0.914], [-0.992, -1.251, -2.154], [-1.991, -2.282, 0.196], [-0.454, -1.688, 1.121], [0.622, -1.156, -0.871], [-1.996, -1.169, -2.151], [-0.536, -0.521, -2.672], [0.731, 2.786, 1.098], [1.197, 1.584, 1.028], [0.681, 0.509, 1.127], [2.262, 1.713, 0.693]],
  "nbo_charge": [-0.53, 0.02, -0.82, 0.19, 0.22, 0.18, 0.37, 0.37, -0.19, 0.56, -0.54, 0.16],
  "multiplicity": 2,
  "s_squared": 0.75,
  "homo_ev": [-7.944, -7.935],
  "e_lumo_ev": [0.8, -3.6]
}

---

{
  "formula": "C3H6NO2",
  "method": "the ωB97M-V functional and the def2-TZVPD basis",
  "species": ["C", "C", "C", "N", "O", "O", "H", "H", "H", "H", "H", "H"],
  "xyz": [[0.880, -1.315, -0.584], [-1.138, 0.546, -0.733], [-0.135, 0.286, 0.175], [0.481, 0.980, 1.111], [-2.095, 1.474, -0.723], [1.711, -1.730, 0.271], [0.558, -1.985, -1.387], [-1.069, -0.006, -1.603], [-2.227, 1.913, 0.199], [0.726, 0.609, 2.028], [0.459, 1.955, 1.026], [1.848, -2.726, 0.222]],
  "nbo_charge": [0.39, 0.18, 0.13, -0.78, -0.61, -0.56, 0.18, 0.20, 0.51, 0.42, 0.41, 0.53],
  "charge": 1,
  "homo_ev": -13.185,
  "e_lumo_ev": -5.4
}

---

{
  "formula": "C3H6NO2S",
  "method": "the ωB97M-V functional and the def2-TZVPD basis",
  "species": ["C", "C", "C", "N", "O", "O", "S", "H", "H", "H", "H", "H", "H"],
  "xyz": [[0.795, -0.801, 0.780], [-1.347, 0.533, 0.328], [-0.147, -0.214, -0.175], [1.385, -1.916, 0.788], [-0.396, 1.474, -2.315], [1.451, 1.665, -0.755], [0.766, 0.739, -1.707], [1.265, 0.122, 1.124], [-2.356, 0.478, -0.161], [-0.997, 1.698, 0.299], [-1.574, 0.174, 1.348], [-1.040, -1.807, -0.858], [2.196, -2.144, 1.304]],
  "nbo_charge": [0.03, -0.70, -0.20, -0.66, -1.02, -1.05, 1.53, 0.17, 0.24, 0.23, 0.19, -0.11, 0.34],
  "charge": -1,
  "homo_ev": -4.002,
  "e_lumo_ev": 4.0
}

---

{
  "formula": "C3H6NO2S",
  "method": "the ωB97M-V functional and the def2-TZVPD basis",
  "species": ["C", "C", "S", "N", "C", "O", "O", "H", "H", "H", "H", "H", "H"],
  "xyz": [[0.753, -0.031, -0.673], [-0.512, -0.827, -1.037], [-2.082, 0.078, -1.052], [1.060, 0.125, 0.718], [0.194, 0.834, 1.619], [-0.512, 1.733, 1.098], [0.241, 0.416, 2.789], [1.587, -0.553, -1.100], [0.726, 0.928, -1.162], [-0.436, -1.056, -2.078], [-0.591, -1.752, -0.466], [-1.968, 0.703, 0.118], [1.540, -0.598, 1.225]],
  "nbo_charge": [-0.21, -0.52, -0.14, -0.71, 0.87, -0.82, -0.79, 0.17, 0.20, 0.19, 0.20, 0.19, 0.37],
  "charge": -1,
  "homo_ev": -4.250,
  "e_lumo_ev": 3.5,
  "smiles": "O=C([O-])NCCS"
}

---

{
  "formula": "C3H6NO2S",
  "method": "the ωB97M-V functional and the def2-TZVPD basis",
  "species": ["C", "C", "C", "N", "O", "O", "S", "H", "H", "H", "H", "H", "H"],
  "xyz": [[-0.756, -1.330, 0.590], [-0.718, -0.240, -0.237], [-1.645, 1.003, -0.140], [1.728, 1.192, -0.409], [2.914, -0.431, 1.201], [3.241, -0.723, -1.229], [2.607, 0.046, -0.148], [-1.475, -1.339, 1.287], [-0.331, -2.338, 0.483], [0.090, 0.020, -0.965], [-1.142, 1.989, 0.022], [-2.384, 1.001, 0.630], [-2.130, 1.149, -1.085]],
  "nbo_charge": [-0.45, -0.14, -0.65, -1.15, -0.97, -0.98, 2.12, 0.16, 0.19, 0.25, 0.23, 0.19, 0.20],
  "charge": -1,
  "homo_ev": -4.044,
  "e_lumo_ev": 4.0
}

---

{
  "formula": "C3H6NO2S",
  "method": "the ωB97M-V functional and the def2-TZVPD basis",
  "species": ["C", "C", "C", "N", "O", "O", "S", "H", "H", "H", "H", "H", "H"],
  "xyz": [[-0.733, -0.454, -0.311], [-0.526, -0.798, 1.210], [1.115, 1.009, -0.903], [0.497, -0.160, -1.011], [0.963, -1.031, -1.936], [0.676, 2.133, -0.073], [-0.473, 0.696, 2.074], [-0.995, -1.375, -0.754], [-1.458, 0.260, -0.527], [-1.400, -1.523, 1.558], [0.239, -1.569, 1.383], [1.986, 1.268, -1.512], [0.109, 1.544, 0.801]],
  "nbo_charge": [-0.26, -0.55, 0.38, -0.02, -0.69, -0.78, -0.41, 0.22, 0.21, 0.17, 0.20, 0.17, 0.36],
  "charge": -1,
  "homo_ev": -3.696,
  "e_lumo_ev": 3.9
}

---

Total energy for the records above, in order: -11210.94711 -11213.37785 -11214.33390 -11211.91012 -11209.41345 -11209.78812 -13256.99071 -19999.53863 -16784.68593 -18653.06052 -8793.73459 -8794.48096 -8793.02540 -8791.86209 -8790.07504 -8782.04972 -19625.01533 -19630.52828 -19626.91141 -19626.68379 eV
Relative energy (zero: lowest compared OMol25 entry of this formula, charge and spin) for the records above, in order: 562.5 327.9 235.7 469.5 710.4 674.3 702.3 462.9 847.3 31.6 143.0 71.0 211.4 323.7 169.9 379.4 531.9 0.0 349.0 370.9 kJ/mol